a | ORCA calculation (wB97M-V/def2-TZVPD) on the molecule C4H9NO2.

Each line ends with the Mulliken charge.
Element x y z (Å)
C (-2.015, -0.298, -0.523)  -1.53
C (-0.543, 0.208, -0.512)  0.59
O (-0.557, 1.486, 0.115)  -0.54
C (0.354, -0.766, 0.250)  -0.70
C (1.857, -0.482, 0.290)  0.38
N (2.197, 0.770, 0.700)  -0.34
O (2.679, -1.345, 0.032)  -0.63
H (-2.368, -0.629, 0.469)  0.40
H (-2.062, -1.135, -1.213)  0.39
H (-2.754, 0.447, -0.876)  0.47
H (-0.198, 0.333, -1.548)  0.19
H (-1.502, 1.462, 0.272)  0.32
H (-0.001, -0.807, 1.290)  0.27
H (0.245, -1.755, -0.196)  0.29
H (3.175, 1.021, 0.678)  0.23
H (1.492, 1.489, 0.772)  0.23

Results
Lowest unoccupied orbital energy = 0.792 eV
Net charge = 0
Frontier orbital gap = 10.439 eV
HOMO level = -9.65 eV
Structure (SMILES) = C[C@@H](O)CC(N)=O
Molecular weight = 103.121 g/mol

b | ORCA calculation (wB97M-V/def2-TZVPD) on the molecule C4H9NO2.

Each line ends with the Mulliken charge.
Element x y z (Å)
C (-0.315, 2.061, -0.592)  -1.21
C (1.332, 1.422, -0.290)  0.02
N (1.791, 0.396, 0.219)  -0.27
O (1.286, -0.721, 0.681)  -0.28
C (-0.329, -0.992, 0.355)  0.49
C (-0.522, -2.447, 0.689)  -1.31
O (-0.568, -0.673, -0.908)  -0.57
H (-1.288, 1.669, -0.289)  0.43
H (-0.291, 2.494, -1.592)  0.34
H (-0.216, 2.897, 0.098)  0.40
H (1.992, 2.172, -0.704)  0.33
H (-0.770, -0.303, 1.091)  0.25
H (-1.586, -2.684, 0.649)  0.36
H (-0.145, -2.653, 1.689)  0.34
H (0.011, -3.059, -0.036)  0.33
H (-0.381, 0.422, -1.061)  0.34

Results
Lowest unoccupied orbital energy = 0.827 eV
Net charge = 0
Frontier orbital gap = 9.621 eV
HOMO level = -8.79 eV
Structure (SMILES) = C/C=N\O[C@H](C)O
Molecular weight = 103.121 g/mol

c | ORCA calculation (wB97M-V/def2-TZVPD) on a structure of composition C4H9NO2.

Each line ends with the Mulliken charge.
Element x y z (Å)
C (2.032, -0.718, 0.231)  -1.46
C (0.699, -0.300, -0.380)  0.23
O (0.266, -1.315, -1.284)  -0.57
C (-0.430, -0.046, 0.626)  -0.62
N (-1.057, 1.257, 0.537)  -0.07
C (-2.066, 1.276, -0.344)  -0.06
O (-2.339, 0.275, -1.019)  -0.53
H (2.509, 0.096, 0.788)  0.36
H (2.705, -1.045, -0.567)  0.34
H (1.892, -1.562, 0.920)  0.37
H (0.838, 0.588, -1.005)  0.29
H (-0.023, -2.051, -0.724)  0.35
H (-1.426, -0.540, -0.179)  0.48
H (-0.035, -0.131, 1.672)  0.29
H (-0.920, 2.026, 1.175)  0.21
H (-2.645, 2.189, -0.447)  0.40

Results
Lowest unoccupied orbital energy = 0.831 eV
Net charge = 0
Frontier orbital gap = 9.872 eV
HOMO level = -9.04 eV
Molecular weight = 103.121 g/mol

d | ORCA calculation (wB97M-V/def2-TZVPD) on the molecule C4H9NO2.

Each line ends with the Mulliken charge.
Element x y z (Å)
C (1.337, -0.898, -0.880)  -1.37
C (0.514, 0.100, -0.072)  0.30
C (-0.516, 0.588, -1.098)  -0.71
O (-1.179, 1.769, -0.789)  -0.56
N (-0.103, -0.564, 1.083)  -0.13
C (-0.923, 0.056, 1.957)  0.03
O (-1.330, 1.205, 1.857)  -0.64
H (1.717, -1.760, -0.330)  0.46
H (2.183, -0.378, -1.340)  0.30
H (0.653, -1.292, -1.646)  0.34
H (1.104, 0.950, 0.299)  0.32
H (0.007, 0.763, -2.047)  0.33
H (-1.132, -0.326, -1.291)  0.30
H (-1.287, 1.810, 0.180)  0.46
H (0.221, -1.489, 1.328)  0.22
H (-1.220, -0.580, 2.808)  0.36

Results
Lowest unoccupied orbital energy = 0.733 eV
Net charge = 0
Frontier orbital gap = 10.640 eV
HOMO level = -9.91 eV
Structure (SMILES) = C[C@@H](CO)NC=O
Molecular weight = 103.121 g/mol

Order of stability, best first: a, d, c, b

a | ORCA calculation (wB97M-V/def2-TZVPD) on the molecule C4H9NO2.

Each line ends with the Mulliken charge.
Element x y z (Å)
C (-1.985, 0.909, 0.797)  -1.05
C (-1.764, -0.438, 0.110)  -0.35
N (-0.474, -0.529, -0.556)  -0.12
C (0.699, -0.912, -0.012)  0.59
O (0.963, -1.346, 1.083)  -0.59
O (1.616, -0.706, -1.045)  -0.41
C (2.698, 0.143, -0.721)  -0.67
H (-1.821, 1.726, 0.086)  0.29
H (-3.006, 0.997, 1.186)  0.35
H (-1.287, 1.031, 1.630)  0.29
H (-1.824, -1.251, 0.843)  0.27
H (-2.550, -0.623, -0.632)  0.33
H (-0.193, -0.105, -1.435)  0.25
H (3.390, 0.106, -1.565)  0.22
H (2.358, 1.182, -0.587)  0.28
H (3.176, -0.214, 0.191)  0.32

Results
Lowest unoccupied orbital energy = 0.887 eV
Net charge = 0
Frontier orbital gap = 10.802 eV
HOMO level = -9.91 eV
Structure (SMILES) = CCNC(=O)OC
Molecular weight = 103.121 g/mol

b | ORCA calculation (wB97M-V/def2-TZVPD) on the molecule C4H9NO2.

Each line ends with the Mulliken charge.
Element x y z (Å)
N (-1.481, -1.770, -0.674)  -0.64
C (-0.468, -1.323, 0.297)  -0.65
C (-0.589, 0.168, 0.691)  -0.48
C (0.028, 1.065, -0.359)  -0.46
C (1.526, 1.296, -0.259)  0.48
O (2.114, 2.113, -0.909)  -0.57
O (2.135, 0.491, 0.638)  -0.41
H (-1.539, -1.107, -1.449)  0.26
H (-2.410, -1.656, -0.263)  0.25
H (0.502, -1.450, -0.190)  0.33
H (-0.558, -2.005, 1.137)  0.33
H (-0.230, 0.344, 1.702)  0.34
H (-1.653, 0.378, 0.754)  0.36
H (-0.343, 2.089, -0.408)  0.33
H (-0.107, 0.611, -1.344)  0.18
H (3.074, 0.757, 0.637)  0.33

Results
Lowest unoccupied orbital energy = 0.723 eV
Net charge = 0
Frontier orbital gap = 10.329 eV
HOMO level = -9.61 eV
Structure (SMILES) = NCCCC(=O)O
Molecular weight = 103.121 g/mol

Order of stability, best first: b, a

a | ORCA calculation (wB97M-V/def2-TZVPD) on a structure of composition ArH24O12.

Each line ends with the Mulliken charge.
Element x y z (Å)
Ar (1.993, 5.430, -10.818)  0.00
O (-0.463, 7.096, -8.254)  -0.74
H (-0.832, 6.791, -9.083)  0.40
H (0.053, 6.356, -7.934)  0.37
O (3.951, 4.074, -8.296)  -0.64
H (3.598, 3.185, -8.252)  0.27
H (4.126, 4.308, -7.385)  0.31
O (4.538, 5.464, -13.772)  -0.67
H (4.792, 4.708, -13.242)  0.40
H (4.702, 6.219, -13.207)  0.28
O (1.070, 9.088, -9.147)  -0.68
H (0.488, 8.352, -8.956)  0.44
H (0.535, 9.689, -9.665)  0.30
O (0.970, 4.820, -7.597)  -0.67
H (1.882, 4.664, -7.841)  0.29
H (0.913, 4.534, -6.685)  0.31
O (3.705, 7.676, -9.199)  -0.56
H (2.831, 8.043, -9.062)  0.30
H (3.847, 7.106, -8.443)  0.29
O (2.103, 1.696, -10.035)  -0.57
H (2.680, 1.164, -9.487)  0.27
H (2.496, 1.656, -10.907)  0.31
O (-2.041, 6.275, -10.566)  -0.69
H (-1.789, 5.408, -10.883)  0.34
H (-2.927, 6.158, -10.223)  0.32
O (-1.238, 3.401, -11.245)  -0.62
H (-0.578, 3.406, -11.939)  0.28
H (-1.750, 2.608, -11.407)  0.30
O (5.578, 3.403, -12.175)  -0.75
H (5.535, 4.077, -11.497)  0.44
H (6.420, 3.550, -12.607)  0.34
O (5.787, 5.060, -10.200)  -0.70
H (5.360, 4.675, -9.435)  0.34
H (5.303, 5.869, -10.364)  0.32
O (-0.725, 2.594, -8.530)  -0.63
H (-0.199, 3.342, -8.246)  0.36
H (-1.187, 2.907, -9.307)  0.35

Results
Lowest unoccupied orbital energy = -0.454 eV
Net charge = 0
Frontier orbital gap = 10.291 eV
HOMO level = -10.75 eV
Molecular weight = 256.128 g/mol

b | ORCA calculation (wB97M-V/def2-TZVPD) on a structure of composition ArH24O12.

Each line ends with the Mulliken charge.
Element x y z (Å)
Ar (-23.390, -3.267, -3.954)  -0.03
O (-22.791, -7.126, -2.559)  -0.66
H (-22.016, -6.660, -2.871)  0.38
H (-23.272, -6.477, -2.046)  0.39
O (-26.494, -4.109, -1.933)  -0.65
H (-27.436, -3.971, -1.832)  0.28
H (-26.372, -4.250, -2.872)  0.36
O (-21.972, -3.765, -0.384)  -0.63
H (-21.550, -3.217, -1.046)  0.37
H (-21.476, -3.600, 0.417)  0.26
O (-24.841, -1.710, -0.378)  -0.58
H (-24.281, -1.643, 0.395)  0.29
H (-24.256, -1.530, -1.114)  0.32
O (-21.270, -2.967, -6.889)  -0.71
H (-21.013, -2.098, -7.196)  0.33
H (-20.562, -3.543, -7.176)  0.33
O (-20.201, -3.035, -4.303)  -0.72
H (-19.294, -3.163, -4.581)  0.30
H (-20.675, -2.841, -5.112)  0.33
O (-20.171, -2.013, -1.796)  -0.70
H (-19.303, -2.137, -1.414)  0.29
H (-20.069, -2.270, -2.713)  0.41
O (-24.346, -5.282, -0.816)  -0.66
H (-25.110, -4.903, -1.250)  0.44
H (-23.665, -4.614, -0.901)  0.31
O (-24.544, -3.455, -7.197)  -0.62
H (-23.610, -3.283, -7.079)  0.32
H (-24.579, -4.138, -7.868)  0.31
O (-25.983, -4.645, -4.878)  -0.65
H (-25.408, -5.353, -4.588)  0.34
H (-25.394, -4.004, -5.277)  0.27
O (-20.509, -5.608, -3.527)  -0.69
H (-20.233, -5.469, -2.621)  0.32
H (-20.757, -4.738, -3.839)  0.38
O (-22.513, -0.380, -1.523)  -0.67
H (-22.816, -0.151, -2.401)  0.30
H (-21.728, -0.908, -1.670)  0.36

Results
Lowest unoccupied orbital energy = -0.834 eV
Net charge = 0
Frontier orbital gap = 9.004 eV
HOMO level = -9.84 eV
Molecular weight = 256.128 g/mol

Order of stability, best first: a, b

a | ORCA calculation (wB97M-V/def2-TZVPD) on the molecule CH2O2S.

Each line ends with the Mulliken charge.
Element x y z (Å)
C (-0.033, -0.324, 0.076)  0.14
O (-0.998, 0.492, -0.127)  0.07
O (-2.162, -0.086, -0.053)  -0.53
S (1.663, 0.060, -0.083)  -0.11
H (-0.012, -1.410, -0.039)  0.30
H (1.541, 1.268, 0.226)  0.13

Results
Lowest unoccupied orbital energy (alpha / beta) = -0.643 / -0.701 eV
Net charge = 0
Frontier orbital gap (alpha / beta) = 8.432 / 7.984 eV
HOMO level (alpha / beta) = -9.08 / -8.68 eV
Molecular weight = 78.092 g/mol

b | ORCA calculation (wB97M-V/def2-TZVPD) on the molecule CH2O2S.

Each line ends with the Mulliken charge.
Element x y z (Å)
O (-1.942, 0.272, -0.434)  -0.40
C (-0.804, 0.148, -0.106)  0.32
O (0.229, -0.100, -0.973)  -0.18
S (1.726, -0.271, -0.340)  0.03
H (-0.528, 0.185, 0.932)  0.13
H (1.319, -0.235, 0.921)  0.10

Results
Lowest unoccupied orbital energy = 0.357 eV
Net charge = 0
Frontier orbital gap = 9.974 eV
HOMO level = -9.62 eV
Structure (SMILES) = O=COS
Molecular weight = 78.092 g/mol

c | ORCA calculation (wB97M-V/def2-TZVPD) on the molecule CH2O2S.

Each line ends with the Mulliken charge.
Element x y z (Å)
C (-0.371, -0.485, 0.269)  -0.23
O (1.295, -0.136, -0.136)  -0.25
O (0.869, 1.218, -0.481)  -0.14
S (-0.802, 1.019, -0.649)  0.06
H (-0.422, -1.337, -0.378)  0.29
H (-0.570, -0.280, 1.374)  0.28

Results
Lowest unoccupied orbital energy = -0.540 eV
Net charge = 0
Frontier orbital gap = 8.197 eV
HOMO level = -8.74 eV
Structure (SMILES) = C1OOS1
Molecular weight = 78.092 g/mol

d | ORCA calculation (wB97M-V/def2-TZVPD) on the molecule CH2O2S.

Each line ends with the Mulliken charge.
Element x y z (Å)
O (0.886, -1.470, 0.039)  -0.47
C (0.253, -0.433, -0.015)  0.62
O (0.726, 0.785, 0.011)  -0.46
S (-1.661, -0.415, -0.078)  -0.25
H (1.640, 0.686, -0.586)  0.38
H (-1.844, 0.846, 0.630)  0.17

Results
Lowest unoccupied orbital energy = 0.213 eV
Net charge = 0
Frontier orbital gap = 10.208 eV
HOMO level = -9.99 eV
Structure (SMILES) = O=C(O)S
Molecular weight = 78.092 g/mol

Order of stability, best first: d, b, a, c

a | ORCA calculation (wB97M-V/def2-TZVPD) on the molecule C3H6N2OS.

Each line ends with the Mulliken charge.
Element x y z (Å)
C (0.731, 1.862, -0.298)  -0.61
N (-0.307, 1.072, 0.271)  -0.43
C (-0.542, -0.183, 0.197)  0.71
C (-2.011, -0.580, 0.124)  -0.08
O (-2.627, -1.583, -0.370)  -0.53
N (0.283, -1.282, -0.046)  -0.40
S (2.010, -1.477, -0.120)  -0.15
H (1.064, 1.205, -1.168)  0.22
H (1.809, 2.020, 0.316)  0.20
H (0.419, 2.986, -0.597)  0.23
H (-2.552, 0.180, 0.646)  0.37
H (-0.416, -2.133, -0.161)  0.30
H (2.139, -2.084, 1.206)  0.16

Results
Lowest unoccupied orbital energy = -0.217 eV
Net charge = 0
Frontier orbital gap = 8.863 eV
HOMO level = -9.08 eV
Structure (SMILES) = C/N=C(/C=O)NS
Molecular weight = 118.161 g/mol

b | ORCA calculation (wB97M-V/def2-TZVPD) on the molecule C3H6N2OS.

Each line ends with the Mulliken charge.
Element x y z (Å)
H (1.757, -1.265, -1.358)  0.24
N (1.452, -1.266, -0.359)  -0.67
C (0.451, -0.501, -0.210)  0.31
N (-0.206, 0.290, -1.156)  -0.32
S (0.193, 0.311, -2.792)  -0.22
C (-0.136, -0.349, 1.159)  0.11
C (-0.308, 0.979, 1.752)  -0.36
O (-1.422, 0.258, 1.240)  -0.47
H (-1.108, 0.651, -0.876)  0.32
H (-0.363, -0.841, -3.212)  0.15
H (0.012, -1.198, 1.823)  0.38
H (-0.298, 1.067, 2.824)  0.28
H (-0.024, 1.864, 1.165)  0.24

Results
Lowest unoccupied orbital energy = 0.767 eV
Net charge = 0
Frontier orbital gap = 10.424 eV
HOMO level = -9.66 eV
Structure (SMILES) = [H]/N=C(\NS)[C@H]1CO1
Molecular weight = 118.161 g/mol

c | ORCA calculation (wB97M-V/def2-TZVPD) on a structure of composition C3H6N2OS.

Each line ends with the Mulliken charge.
Element x y z (Å)
C (0.447, -1.305, 1.874)  -0.67
C (-1.242, 0.774, -0.429)  -0.47
C (-0.390, 1.207, -1.588)  0.66
H (-0.415, -2.204, 1.990)  0.24
H (0.543, -0.489, 2.620)  0.31
H (1.742, -1.771, 1.761)  0.21
H (0.946, -0.075, -0.001)  0.28
H (-2.223, 1.095, -0.261)  0.48
H (0.981, 0.790, -2.570)  0.29
N (0.306, -0.586, 0.606)  0.17
N (-0.916, -0.150, 0.439)  -0.47
O (0.809, 0.548, -1.603)  -0.56
S (-0.590, 2.166, -2.838)  -0.46

Results
Lowest unoccupied orbital energy = -0.294 eV
Net charge = 0
Frontier orbital gap = 8.285 eV
HOMO level = -8.58 eV
Molecular weight = 118.161 g/mol

d | ORCA calculation (wB97M-V/def2-TZVPD) on a structure of composition C3H6N2OS.

Each line ends with the Mulliken charge.
Element x y z (Å)
C (0.739, -0.302, 1.101)  -0.48
C (-0.796, -0.469, -1.169)  -0.11
C (0.081, -1.461, 0.606)  -0.23
N (-0.380, -1.567, -0.689)  -0.41
N (-0.471, 2.237, -0.996)  -0.54
O (-2.272, 1.492, 0.452)  -0.63
S (-0.995, 0.990, 0.030)  0.55
H (0.667, -0.220, 2.226)  0.18
H (-1.087, -0.328, -2.166)  0.47
H (0.636, -2.482, 0.739)  0.35
H (-0.866, -1.601, 1.291)  0.28
H (-0.796, 3.120, -0.615)  0.28
H (0.555, 2.188, -1.047)  0.30

Results
Lowest unoccupied orbital energy (alpha / beta) = -0.056 / -0.057 eV
Net charge = 0
Frontier orbital gap (alpha / beta) = 7.939 / 7.939 eV
HOMO level (alpha / beta) = -7.99 / -8.00 eV
Molecular weight = 118.161 g/mol

Order of stability, best first: b, a, c, d

a | ORCA calculation (wB97M-V/def2-TZVPD) on the molecule C3H6N2OS.

Each line ends with the Mulliken charge.
Element x y z (Å)
C (-0.111, -1.197, 1.068)  -1.28
C (-0.717, -1.064, -0.276)  0.61
S (-1.701, -2.136, -1.000)  -0.35
N (-0.560, 0.131, -0.919)  -0.19
C (0.277, 1.250, -0.924)  0.45
N (1.157, 1.371, 0.145)  -0.39
O (0.162, 2.072, -1.814)  -0.58
H (0.980, -1.090, 1.101)  0.38
H (-0.345, -2.214, 1.438)  0.31
H (-0.532, -0.514, 1.774)  0.39
H (-1.161, 0.139, -1.735)  0.18
H (0.739, 1.127, 1.064)  0.22
H (1.812, 2.124, 0.080)  0.24

Results
Lowest unoccupied orbital energy = 0.025 eV
Net charge = 0
Frontier orbital gap = 8.967 eV
HOMO level = -8.94 eV
Structure (SMILES) = CC(=S)NC(N)=O
Molecular weight = 118.161 g/mol

b | ORCA calculation (wB97M-V/def2-TZVPD) on the molecule C3H6N2OS.

Each line ends with the Mulliken charge.
Element x y z (Å)
C (0.679, -0.729, 0.256)  0.47
C (0.268, 0.828, -1.470)  -0.04
C (-0.268, -0.332, 1.410)  -1.27
N (-0.012, -1.750, -0.630)  0.07
N (-0.664, -1.371, -1.499)  -0.38
O (1.113, 0.309, -0.658)  -0.32
S (-0.870, 2.088, -1.055)  -0.13
H (1.700, -1.172, 0.699)  0.25
H (0.434, 0.844, -2.580)  0.28
H (-1.305, 0.097, 1.166)  0.34
H (0.101, 0.481, 2.189)  0.31
H (-0.516, -1.325, 1.928)  0.34
H (-0.661, 2.033, 0.244)  0.08

Results
Lowest unoccupied orbital energy = 0.448 eV
Net charge = 0
Frontier orbital gap = 7.494 eV
HOMO level = -7.05 eV
Molecular weight = 118.161 g/mol

Order of stability, best first: a, b